# 1
Here is a structure of composition C23H22Cl2N4O3PS5V from OMol25. Energies are from ωB97M-V/def2-TZVPD.

The geometry in XYZ format:
```
61
Properties=species:S:1:pos:R:3
V -0.8396 0.0332 -1.0738
C -0.1380 3.0521 2.6110
C 0.5972 1.7916 2.8662
N 1.6921 1.6816 3.5527
N 1.9808 0.3451 3.5032
C 1.1039 -0.3886 2.7889
S 1.0909 -2.0279 2.5222
N 0.2053 0.5635 2.3833
N -0.8803 0.2904 1.5523
H 0.3754 3.8595 3.1269
H -1.1618 2.9809 2.9841
H -0.1923 3.2702 1.5423
H 2.8154 -0.0214 3.9213
H -1.6194 -0.1776 2.0694
H -1.2153 1.1692 1.1491
S -0.6178 2.3119 -0.8788
S -1.5701 3.1859 -2.5755
S -0.8691 1.9680 -4.0463
S -1.3758 0.0450 -3.3368
O 1.0588 -0.5455 -0.8201
P 2.3818 -1.2371 -0.9017
C 3.4347 -0.6646 0.4417
C 4.1342 -1.5246 1.2783
C 4.9708 -1.0046 2.2571
C 5.1071 0.3689 2.3955
C 4.3988 1.2309 1.5659
C 3.5611 0.7165 0.5903
C 2.2609 -3.0240 -0.8251
C 1.1149 -3.5730 -0.2572
C 0.9775 -4.9529 -0.1907
C 1.9840 -5.7751 -0.6722
C 3.1315 -5.2271 -1.2364
C 3.2696 -3.8519 -1.3195
C 3.2532 -0.7816 -2.4092
C 2.4845 -0.3632 -3.4923
C 3.1136 0.0083 -4.6727
C 4.4956 -0.0436 -4.7734
C 5.2633 -0.4555 -3.6899
C 4.6437 -0.8164 -2.5047
H 4.0089 -2.5957 1.1795
H 5.5115 -1.6734 2.9142
H 5.7652 0.7719 3.1554
H 4.4957 2.3032 1.6821
H 2.9985 1.3784 -0.0592
H 0.3204 -2.9351 0.1030
H 0.0693 -5.3665 0.2284
H 1.8738 -6.8514 -0.6209
H 3.9095 -5.8724 -1.6243
H 4.1490 -3.4246 -1.7871
H 1.4033 -0.3131 -3.4166
H 2.5112 0.3502 -5.5042
H 4.9816 0.2498 -5.6959
H 6.3432 -0.4794 -3.7647
H 5.2424 -1.1040 -1.6472
Cl -4.7140 -1.9085 -2.1104
C -3.9968 -1.5001 -0.5391
Cl -3.6895 0.2540 -0.4421
C -2.7116 -2.3407 -0.3201
O -2.9021 -3.4977 0.0264
O -1.6072 -1.7515 -0.5057
H -4.7285 -1.7444 0.2214
```

The calculation puts the LUMO energy (alpha / beta) at 2.30 / 2.30 eV. For the orbital gap (alpha / beta), the calculation gives 5.91 / 5.20 eV. Its spin multiplicity is 2. The charge is -1.


# 2
Here is a cluster of 5 separate species, C36H43BClFN4O13S in total from OMol25. Energies are from ωB97M-V/def2-TZVPD.

The geometry in XYZ format:
```
100
Properties=species:S:1:pos:R:3
C 3.0745 -5.0309 1.3906
C 2.8122 -3.7777 0.5366
C 1.3402 -3.6048 0.1994
Cl 0.8537 -4.9967 -0.8682
C 0.8734 -2.2920 -0.4832
C 1.9702 -1.1764 -0.5985
B 2.5994 -1.2925 -2.0697
C 3.8240 -2.1809 -2.4416
O 1.9382 -0.6107 -3.0838
C 1.3366 0.1898 -0.4332
F 2.2767 1.1977 -0.5686
S 0.6781 0.3473 1.2450
O 1.7726 0.3909 2.1588
O -0.3320 1.3632 1.3083
O -0.0211 -1.0569 1.4160
C -0.4028 -1.7500 0.1792
C -1.4784 -2.7654 0.5649
C -2.8977 -2.2855 0.2225
C -3.4001 -2.6053 -1.1998
C -2.3284 -2.6977 -2.2761
O -2.9409 -2.9142 -3.5478
H 3.8792 -5.6351 0.9749
H 2.1899 -5.6617 1.4718
H 3.3720 -4.7541 2.4021
H 3.1212 -2.9042 1.1122
H 3.3963 -3.8131 -0.3811
H 0.7691 -3.7593 1.1151
H 0.5624 -2.5370 -1.5031
H 2.7345 -1.2515 0.1744
H 3.4746 -3.1494 -2.8216
H 4.5030 -2.3728 -1.6111
H 4.3648 -1.7049 -3.2606
H 2.0311 0.3453 -3.0781
H 0.5185 0.3623 -1.1352
H -0.8746 -1.0186 -0.4759
H -1.2753 -3.7207 0.0826
H -1.4160 -2.9252 1.6426
H -3.5847 -2.7287 0.9452
H -2.9522 -1.2046 0.3810
H -3.9853 -3.5282 -1.2064
H -4.0835 -1.8136 -1.5155
H -1.7746 -1.7560 -2.3427
H -1.6248 -3.5075 -2.0652
H -2.7043 -3.7851 -3.8638
O -0.9892 -3.6448 4.0570
N -0.8179 -3.5231 5.2558
O -0.9007 -4.4298 6.0575
C -0.4831 -2.1805 5.7676
C -0.4144 -1.1306 4.8741
C -0.0994 0.1310 5.3497
C 0.1218 0.3274 6.7057
C 0.0442 -0.7443 7.5880
C -0.2568 -2.0157 7.1227
H -0.6023 -1.2743 3.8200
H -0.0314 0.9502 4.6458
H 0.3621 1.3152 7.0762
H 0.2225 -0.5925 8.6439
H -0.3192 -2.8633 7.7883
O 5.4895 0.4940 -4.1094
N 5.3890 -0.0321 -5.2014
O 5.3353 -1.2311 -5.3853
C 5.3201 0.8477 -6.3837
C 5.4121 2.2150 -6.1991
C 5.3544 3.0334 -7.3159
C 5.2061 2.4788 -8.5803
C 5.1123 1.1023 -8.7371
C 5.1700 0.2698 -7.6308
H 5.5274 2.6193 -5.2048
H 5.4271 4.1059 -7.1968
H 5.1641 3.1230 -9.4485
H 4.9944 0.6733 -9.7227
H 5.0998 -0.8034 -7.7237
O -2.0622 0.7781 -1.4299
N -2.9505 1.5175 -1.8220
O -3.8939 1.1552 -2.4874
C -2.8643 2.9462 -1.4604
C -1.7895 3.3633 -0.6982
C -1.6979 4.7057 -0.3653
C -2.6743 5.5942 -0.7979
C -3.7483 5.1462 -1.5584
C -3.8538 3.8073 -1.8992
H -1.0657 2.6377 -0.3621
H -0.8686 5.0510 0.2374
H -2.6023 6.6420 -0.5373
H -4.5081 5.8418 -1.8876
H -4.6774 3.4341 -2.4893
O -5.0148 5.8907 5.3579
N -4.4175 5.6580 4.3267
O -4.1355 6.4912 3.4886
C -4.0030 4.2635 4.0732
C -4.3368 3.2927 5.0005
C -3.9508 1.9844 4.7517
C -3.2490 1.6763 3.5942
C -2.9194 2.6702 2.6815
C -3.2990 3.9817 2.9164
H -4.8836 3.5639 5.8909
H -4.1983 1.2075 5.4625
H -2.9449 0.6559 3.3970
H -2.3614 2.4217 1.7879
H -3.0574 4.7738 2.2232
```

The calculation puts the LUMO energy at -0.72 eV. Its structure (SMILES) is CC[C@H](Cl)[C@@H]1[C@@H](B(C)O)[C@H](F)S(=O)(=O)O[C@@H]1CCCCO.O=[N+]([O-])c1ccccc1.O=[N+]([O-])c1ccccc1.O=[N+]([O-])c1ccccc1.O=[N+]([O-])c1ccccc1. For the orbital gap, the calculation gives 9.27 eV.


# 3
Here is a cluster of 2 separate species, C2H6N3O in total in a non-equilibrium geometry from OMol25. Energies are from ωB97M-V/def2-TZVPD.

The geometry in XYZ format:
```
12
Properties=species:S:1:pos:R:3
C -1.9064 -0.4063 0.2126
C 1.5656 0.0705 -0.1627
N 1.4039 1.2476 0.2755
N -0.6929 -0.7012 0.4313
N 2.0734 -0.8972 -0.5785
O -2.2879 0.4184 -0.7265
H -2.7605 -0.7830 0.7799
H 0.7697 1.4304 1.0440
H 1.9661 2.0085 -0.0934
H -0.5509 -1.3656 1.1826
H 1.9733 -1.7530 -1.0868
H -1.5533 0.7308 -1.2781
```

The calculation puts the LUMO energy at -4.04 eV. For the orbital gap, the calculation gives 10.83 eV. The charge is +1. The energy above the lowest of the compared OMol25 structures with the same formula, charge and spin is 212.3 kJ/mol.


# 4
Here is a structure of composition C18H14N5O2W in a non-equilibrium geometry from OMol25. Energies are from ωB97M-V/def2-TZVPD.

The geometry in XYZ format:
```
40
Properties=species:S:1:pos:R:3
W 0.0006 0.4276 0.1475
O -0.5736 0.3421 1.8599
C -1.3315 -0.3595 2.7764
C -1.4190 0.0403 4.0767
C -2.2031 -0.7475 4.9335
C -2.8702 -1.8843 4.4832
C -2.7713 -2.2593 3.1579
C -1.9883 -1.4933 2.2693
C -1.9179 -1.8383 0.9097
N -1.2459 -1.2299 -0.0607
C -1.4783 -1.7525 -1.4390
C -0.4062 -1.1658 -2.3228
N -0.2637 0.2412 -1.8939
C -0.2847 1.2074 -2.7903
C -0.2193 2.5941 -2.5389
C -0.2241 3.5076 -3.6119
C -0.1823 4.8641 -3.3621
C -0.1502 5.3279 -2.0481
C -0.1593 4.4507 -0.9571
C -0.1857 3.1149 -1.2334
O -0.2106 2.1868 -0.1949
H -0.9060 0.9240 4.4306
H -2.2879 -0.4541 5.9723
H -3.4661 -2.4689 5.1700
H -3.2872 -3.1394 2.7934
H -2.5055 -2.7005 0.5970
H -2.4718 -1.4389 -1.7632
H -1.4312 -2.8412 -1.4348
H -0.6772 -1.2363 -3.3753
H 0.5501 -1.6725 -2.1763
H -0.3715 0.8954 -3.8298
H -0.2549 3.1358 -4.6289
H -0.1798 5.5666 -4.1838
H -0.1248 6.3933 -1.8570
H -0.1508 4.8132 0.0617
N 1.7814 -0.1043 0.1656
C 3.0344 -0.1897 0.1464
N 4.1855 -0.3315 0.0817
C 5.5028 -0.2727 0.0563
N 6.6514 -0.2202 0.0339
```

The calculation puts the LUMO energy at -12.68 eV. For the orbital gap, the calculation gives 6.20 eV. The charge is +3. The energy above the lowest of the compared OMol25 structures with the same formula, charge and spin is 0.0 kJ/mol.


# 5
Here is the molecule C3H4ClNS in a non-equilibrium geometry from OMol25. Energies are from ωB97M-V/def2-TZVPD.

The geometry in XYZ format:
```
10
Properties=species:S:1:pos:R:3
S -2.8014 -0.0800 -0.6837
C -1.5723 -1.0390 -0.2225
N -0.2667 -0.7365 -0.0633
C 0.2770 0.5372 0.0489
C 1.5591 0.8498 0.2156
Cl 2.1702 2.4625 0.3178
H -1.7881 -2.0967 -0.0274
H 0.5080 -1.4221 0.0148
H -0.3634 1.4328 0.1082
H 2.2775 0.0921 0.2917
```

The calculation puts the LUMO energy at 0.13 eV. Its structure (SMILES) is S=CN/C=C/Cl. For the orbital gap, the calculation gives 8.83 eV. The energy above the lowest of the compared OMol25 structures with the same formula, charge and spin is 55.0 kJ/mol.


# 6
Here is the molecule C4H5FOS2 in a non-equilibrium geometry from OMol25. Energies are from ωB97M-V/def2-TZVPD.

The geometry in XYZ format:
```
13
Properties=species:S:1:pos:R:3
F -0.3370 -0.0859 -2.5140
C 0.2944 1.0285 -1.7505
C 0.1307 1.3043 -0.4141
O -0.9905 0.6942 0.2063
C -0.6631 -0.0473 1.2993
S -1.7100 0.3612 2.5638
C 0.2000 -1.1869 1.2507
S -0.4561 -1.9852 -0.3236
H 1.0474 1.6970 -2.2900
H 1.0163 1.8258 0.0290
H 0.3781 -1.8636 2.1252
H 1.2734 -0.6468 1.2567
H -0.1836 -1.0952 -1.4390
```

The calculation puts the LUMO energy at -0.39 eV. Its structure (SMILES) is F/C=C\OC(=S)CS. For the orbital gap, the calculation gives 8.21 eV. The energy above the lowest of the compared OMol25 structures with the same formula, charge and spin is 385.1 kJ/mol.